Computed, not measured: C35H70N2O2S in the gas phase, with ωB97M-V with the def2-TZVPD basis set.

Calculated values
M (g mol⁻¹): 583.0
Highest occupied orbital energy (eV): -9.092
HOMO-LUMO gap (eV): 9.637
F_max (eV/Å): 0.448
E_tot (eV): -55340.024

Cartesian coordinates (Å):
1 C 1.808100 -1.290750 1.281343
2 C 3.113488 -0.860229 0.594415
3 C 2.945865 -0.533549 -0.890588
4 C 4.270833 -0.470093 -1.670124
5 C 4.468749 -1.524230 -2.767545
6 C 4.206838 -2.996276 -2.392492
7 C 5.476975 -3.795922 -2.078815
8 C 6.060312 -3.544891 -0.679942
9 C 7.222922 -2.546055 -0.624136
10 C 7.448390 -1.981532 0.792833
11 C 7.122513 -0.496313 1.003948
12 C 7.618915 0.474446 -0.064682
13 C 7.397009 1.927478 0.357742
14 C 5.913209 2.334532 0.269495
15 C 5.272807 2.739467 1.598413
16 C 3.947763 3.501887 1.439326
17 C 2.750558 2.764343 2.034994
18 C 1.443290 3.563950 1.948290
19 C 0.301682 2.671911 1.483980
20 O -0.992800 3.257272 1.569178
21 C -1.184405 4.388251 0.790569
22 N -0.881557 5.603563 1.582138
23 C -0.212880 6.531034 1.229745
24 S 0.674232 7.770742 0.856628
25 C -2.633127 4.486492 0.305831
26 N -2.692808 5.612755 -0.625625
27 C -3.076965 3.175911 -0.334693
28 C -4.545116 3.176056 -0.784769
29 C -4.796365 2.415052 -2.103561
30 C -5.973264 1.402702 -2.170597
31 C -6.839241 1.221569 -0.923828
32 C -8.138504 0.465393 -1.212938
33 C -7.949561 -1.058201 -1.242164
34 C -8.311441 -1.729398 0.082940
35 C -7.775041 -3.159567 0.236867
36 C -6.862266 -3.351643 1.449590
37 C -6.591217 -4.827250 1.787862
38 C -5.126790 -5.251849 1.646718
39 O -5.012078 -6.600340 1.224278
40 C -4.545903 -6.754472 -0.094089
41 H 1.863973 -2.313128 1.655250
42 H 0.965233 -1.246203 0.589181
43 H 1.561968 -0.652620 2.130151
44 H 3.876753 -1.634803 0.705340
45 H 3.520477 0.023069 1.096584
46 H 2.271264 -1.264941 -1.345977
47 H 2.437022 0.431894 -0.973029
48 H 4.358660 0.510548 -2.144280
49 H 5.105734 -0.530526 -0.964468
50 H 5.508632 -1.449640 -3.102273
51 H 3.863740 -1.247369 -3.634539
52 H 3.676643 -3.481493 -3.214053
53 H 3.538451 -3.061395 -1.527327
54 H 5.260818 -4.860385 -2.191830
55 H 6.233297 -3.549498 -2.833129
56 H 6.390809 -4.493680 -0.248921
57 H 5.265714 -3.172612 -0.024646
58 H 7.026273 -1.742585 -1.337267
59 H 8.134678 -3.036717 -0.972000
60 H 8.475117 -2.166909 1.117106
61 H 6.819025 -2.554113 1.481067
62 H 7.557304 -0.184531 1.958788
63 H 6.039327 -0.373604 1.124401
64 H 8.672348 0.280332 -0.291636
65 H 7.071392 0.316938 -0.999173
66 H 7.745190 2.054002 1.388482
67 H 8.006662 2.590251 -0.258847
68 H 5.348753 1.490737 -0.139952
69 H 5.789135 3.151172 -0.446633
70 H 5.084804 1.833962 2.186776
71 H 5.988521 3.328892 2.176982
72 H 4.015103 4.489736 1.902646
73 H 3.752549 3.678638 0.376244
74 H 2.630049 1.804109 1.516669
75 H 2.973056 2.519348 3.076953
76 H 1.579167 4.398245 1.254572
77 H 1.178180 3.999323 2.913719
78 H 0.481426 2.340841 0.451285
79 H 0.247335 1.781229 2.111207
80 H -0.525148 4.389953 -0.087599
81 H -3.251046 4.694092 1.185901
82 H -3.280451 6.365700 -0.297957
83 H -3.042436 5.327265 -1.530919
84 H -2.912687 2.379731 0.390668
85 H -2.414275 2.964209 -1.183633
86 H -4.883358 4.209350 -0.895914
87 H -5.145191 2.755467 0.020736
88 H -4.940218 3.144474 -2.902895
89 H -3.876535 1.887153 -2.363863
90 H -5.561714 0.427841 -2.444772
91 H -6.636080 1.676339 -2.995632
92 H -7.066868 2.188791 -0.471951
93 H -6.279955 0.650695 -0.171571
94 H -8.875523 0.716180 -0.444794
95 H -8.555565 0.812364 -2.162021
96 H -8.552108 -1.493422 -2.044076
97 H -6.904669 -1.292506 -1.477043
98 H -9.399494 -1.729068 0.187345
99 H -7.927819 -1.105413 0.899039
100 H -7.212986 -3.424361 -0.666336
101 H -8.597232 -3.876670 0.299400
102 H -7.295926 -2.831528 2.307145
103 H -5.909937 -2.846667 1.249332
104 H -6.929667 -5.034273 2.804282
105 H -7.171437 -5.479900 1.130670
106 H -4.599279 -5.171234 2.601157
107 H -4.616249 -4.588835 0.937198
108 H -3.506712 -6.421074 -0.197061
109 H -5.165058 -6.199063 -0.809821
110 H -4.602032 -7.814301 -0.335027

Forces on atoms 1 to 6 (eV/Å):
C 0.008 0.043 0.005
C 0.022 -0.007 -0.005
C -0.023 0.047 -0.089
C 0.061 -0.016 0.034
C 0.054 -0.015 0.040
C 0.099 0.104 0.092